The following is a quantum chemistry calculation of a molecular structure, C29H46IN11O2RuS2, from the Open Molecules 2025 dataset.

Summary:
Electronic energy = -3074.17862 a.u.
2S+1 = 2
LUMO (spin up / spin down) = -2.94 / -2.78 eV
HOMO (spin up / spin down) = -8.62 / -8.64 eV
Frontier orbital gap (spin up / spin down) = 5.681 / 5.863 eV
Charge = +1

Last column: Löwdin spin population.
Positions of all 92 atoms, in Å:
1 I 4.723483 -3.101689 -2.597339  0.00
2 Ru 0.168849 0.414898 0.747383  0.77
3 S 0.549350 1.832538 -1.440403  0.02
4 S -0.731121 -1.669960 -2.631937  0.00
5 O -2.184053 0.634247 0.322808  0.00
6 O -4.203544 -0.171440 -0.073505  0.00
7 N -3.967335 2.140166 1.520146  0.00
8 N 2.405228 1.003275 -3.230768  0.00
9 N 3.262406 1.975486 -1.483828  0.00
10 N -1.053446 -1.766464 0.665988  0.04
11 N 2.117560 -0.860621 -0.102503  0.03
12 N 3.286592 -0.605225 0.488565  0.00
13 N 1.113920 0.763302 2.521030  0.08
14 N -0.634440 -3.713411 -4.372892  0.00
15 N -4.472310 0.249952 2.777114  0.00
16 N -6.164962 1.556480 1.943071  0.00
17 N -1.515573 -1.901411 -5.200113  0.00
18 C 2.090218 1.569384 -2.038563  0.00
19 C 4.300751 -1.233493 -0.125602  0.00
20 C 3.741954 -1.918933 -1.182762  0.00
21 C -2.502221 -1.751094 0.463390  0.00
22 C 1.792118 -1.042042 4.716038  0.00
23 C -2.988386 -1.706594 3.024584  0.00
24 C 1.650975 3.854133 1.764801  0.00
25 C 1.774962 0.464711 4.793006  0.00
26 C -1.510140 -2.857607 -6.187397  0.00
27 C 2.369679 -1.646707 -1.129021  0.00
28 C -0.725053 3.245383 2.273320  0.02
29 C 1.143074 2.702523 3.935595  0.00
30 C -3.012055 -0.317117 0.176918  0.00
31 C 2.684936 -1.630385 3.622854  0.00
32 C 0.360949 -1.534446 4.503856  0.00
33 C -2.025790 -0.567135 -5.331255  0.00
34 C 0.620218 3.650300 2.878148  0.00
35 C -0.967985 -3.983744 -5.678639  0.00
36 C 1.446694 0.512089 -4.177720  0.00
37 C -3.134629 -0.187447 3.140240  0.00
38 C 2.098105 1.055287 5.990503  0.00
39 C 3.764648 1.061345 -3.410920  0.00
40 C 1.318941 1.283099 3.684299  0.02
41 C -4.845991 1.282966 2.027934  0.00
42 C 1.485134 3.220647 5.163725  0.00
43 C 1.987519 2.424963 6.185277  -0.01
44 C -0.972531 -2.432679 -4.077217  0.00
45 C 4.302489 1.660774 -2.325964  0.00
46 C -3.302883 -2.304072 1.650654  0.00
47 H -3.087141 1.730130 1.127146  0.00
48 H 3.315852 2.488101 -0.618536  0.00
49 H 2.443148 0.434930 6.806233  0.00
50 H 3.288823 -0.045923 1.333885  0.00
51 H 2.836369 -2.693995 3.805130  0.00
52 H 0.008838 -1.148072 3.544666  0.00
53 H -1.981350 -0.077799 -4.360036  0.00
54 H -0.289781 -1.174726 5.295664  0.00
55 H -3.134784 -3.382002 1.715326  0.00
56 H 1.595352 -1.979538 -1.793986  0.00
57 H 3.658985 -1.144742 3.606358  0.00
58 H -2.947849 0.101156 4.180979  0.00
59 H 0.473692 4.619332 3.371341  0.00
60 H -4.344415 2.864121 0.927684  0.00
61 H 2.247994 2.858808 7.136574  0.00
62 H -5.202149 -0.344756 3.142604  0.00
63 H -1.106295 4.061748 1.665750  0.00
64 H 1.226863 1.273548 -4.930233  0.00
65 H -1.434771 -0.000427 -6.050602  0.00
66 H 2.187845 -1.510476 2.659844  0.00
67 H -1.451281 3.023439 3.049509  0.00
68 H 1.778908 2.913795 1.220424  0.00
69 H -3.639167 -2.196161 3.755460  0.00
70 H 1.309355 4.618031 1.068398  0.00
71 H 0.328233 -2.620723 4.495390  0.00
72 H -4.355326 -2.137627 1.411079  0.00
73 H -2.377128 0.305446 2.526918  0.00
74 H -1.890537 -2.653237 -7.165234  0.00
75 H -0.623646 2.361968 1.611563  0.01
76 H -0.769252 -2.611661 1.156602  0.00
77 H 4.235324 0.677627 -4.293472  0.00
78 H 5.317750 -1.156738 0.192584  0.00
79 H -2.770675 -2.355250 -0.416326  0.00
80 H -0.791514 -4.941576 -6.120196  0.00
81 H 2.607010 4.156880 2.186163  0.00
82 H -6.843907 0.891686 2.274830  0.00
83 H 5.320490 1.897653 -2.092930  0.00
84 H -3.060958 -0.592607 -5.667525  0.00
85 H -0.613926 -1.783806 -0.259032  0.00
86 H 0.531567 0.276333 -3.633276  0.00
87 H 1.365335 4.281917 5.340231  0.00
88 H 1.828220 -0.385287 -4.664241  0.00
89 H -6.492234 2.163838 1.209251  0.00
90 H -1.961786 -1.941040 3.296751  0.00
91 H -0.230379 -4.353901 -3.711617  0.00
92 H 2.153087 -1.406607 5.683794  0.00

Atomic forces in eV per Å
-0.3 0.4 0.4
1.6 0.2 2.2
-1.3 -0.1 0.9
-0.2 0.4 0.8
1.5 0.9 0.0
-0.1 -0.2 -0.4
0.2 0.1 0.0
0.3 0.5 0.9
-0.4 -0.4 -0.5
0.3 0.3 -0.2
-0.8 0.8 1.0
0.1 -0.1 0.0
-1.6 -2.6 -5.8
-0.3 0.4 -0.3
-0.4 -0.1 0.0
-0.1 0.0 -0.1
0.4 -0.7 0.4
0.6 0.0 -0.1
-0.1 -0.2 -0.3
0.5 -0.2 -0.3
-0.5 0.3 -0.2
-0.1 -0.1 -0.2
0.0 0.1 -0.3
0.0 -0.1 0.1
0.0 0.1 -0.7
0.1 -0.6 -0.3
0.4 -0.1 0.0
0.1 -0.3 -0.1
-0.4 -0.7 -0.3
-0.2 -1.0 0.0
-0.2 0.1 0.0
0.1 0.0 0.1
-0.2 0.5 0.0
0.1 -0.1 -0.3
-0.1 0.0 -0.4
-0.5 -0.1 -0.4
0.6 0.0 0.3
0.0 0.4 0.2
0.5 0.1 0.1
0.2 2.0 2.7
-0.1 0.3 0.5
0.4 0.0 0.5
-0.2 0.0 -0.2
0.1 -0.2 0.1
0.2 0.0 -0.2
0.2 0.0 0.0
-0.3 0.1 0.1
-0.1 -0.1 0.0
0.0 -0.1 0.0
-0.2 -0.1 0.0
0.0 -0.1 0.0
-0.1 -0.1 0.1
0.0 -0.1 0.0
-0.2 0.0 0.1
-0.1 0.0 0.0
-0.2 0.0 0.0
0.1 0.0 -0.1
0.0 0.0 -0.1
0.0 -0.1 0.0
-0.1 -0.1 0.1
0.1 0.1 0.1
-0.1 0.2 -0.2
-0.1 0.1 -0.1
0.1 0.0 0.0
0.0 0.0 0.0
0.2 -0.1 0.0
-0.2 -0.1 0.1
0.0 0.1 0.0
0.1 0.0 0.1
0.0 0.0 -0.1
-0.1 -0.2 0.0
0.1 -0.1 -0.1
-0.2 0.0 0.1
-0.1 0.0 -0.2
-0.1 0.5 0.4
0.2 0.2 -0.1
0.1 -0.1 -0.1
0.3 0.0 0.2
0.0 0.2 0.1
0.0 -0.1 -0.2
0.1 0.1 0.0
0.1 0.0 0.0
0.1 0.0 0.0
0.0 0.0 0.0
-0.1 -0.5 0.3
0.1 0.0 -0.1
0.0 0.1 0.0
0.0 0.0 0.1
0.1 -0.1 0.0
0.0 0.0 0.2
0.0 0.1 0.1
0.0 0.1 -0.1